{
  "formula": "C2H7N3",
  "method": "ωB97M-V with the def2-TZVPD basis set",
  "lumo_energy_ev": 0.992,
  "relative_energy_ev": 2.420,
  "gap_ev": 10.027,
  "e_homo_ha": -0.3320,
  "smiles": "[H]/N=C/NNC",
  "symbols": ["H", "N", "C", "N", "N", "C", "H", "H", "H", "H", "H", "H"],
  "xyz": [[3.007, 0.721, 0.197], [2.294, -0.046, 0.032], [1.059, 0.447, -0.094], [0.102, -0.499, -0.329], [-0.999, -0.442, 0.470], [-2.118, 0.317, -0.170], [0.685, 1.513, 0.207], [0.626, -1.431, -0.365], [-0.678, -0.027, 1.405], [-3.122, 0.240, 0.302], [-2.095, -0.158, -1.166], [-1.842, 1.473, -0.207]],
  "forces_ev_per_a": [[-1.24, -1.03, -0.30], [-1.60, 3.05, -0.36], [3.22, -0.16, 1.74], [1.86, -1.28, -1.53], [-1.56, 0.92, 3.08], [1.43, 1.43, -0.11], [0.76, -1.85, -0.90], [-1.41, 1.46, 0.12], [-1.17, -0.79, -1.58], [0.96, -0.35, -0.02], [-0.56, 0.80, 0.20], [-0.70, -2.20, -0.34]]
}